Record 1
The following is a quantum chemistry calculation of a 4-piece molecular cluster, C2H13N3O3 overall in a non-equilibrium geometry, from the OMol25 dataset.

Properties
- highest occupied orbital energy (eV) = -9.1874
- SMILES = [H]/N=C(\N)NC.O.O.O
- gap between HOMO and LUMO (eV) = 9.35
- relative energy (zero: lowest compared OMol25 entry of this formula, charge and spin) (kcal per mole) = 29.50
- total energy (Eh) = -473.9533

Geometry as ORCA input:
```
! wB97M-V def2-TZVPD RIJCOSX def2/J DEFGRID3
* xyz 0 1
H 1.283 2.405 -1.058
N 0.922 2.110 -0.161
C -0.121 1.346 -0.218
N -0.428 0.792 -1.479
N -0.961 0.955 0.771
C -1.444 1.780 1.824
H -1.205 0.244 -1.759
H 0.088 1.272 -2.234
H -1.696 0.274 0.566
H -0.614 2.464 2.235
H -2.391 2.203 1.409
H -1.915 1.188 2.647
O 2.017 -1.540 -0.102
H 1.804 -0.615 -0.027
H 2.007 -2.049 0.704
O 1.149 -1.996 -2.625
H 1.647 -2.060 -1.740
H 0.618 -1.212 -2.486
O 0.062 -2.574 1.521
H -0.920 -2.525 1.645
H 0.099 -2.462 0.566
*
```

Record 2
The following is a quantum chemistry calculation of C2H13N3O3 as an isolated structure in a non-equilibrium geometry, from the OMol25 dataset.

Properties
- highest occupied orbital energy (eV) = -9.6067
- gap between HOMO and LUMO (eV) = 10.35
- relative energy (zero: lowest compared OMol25 entry of this formula, charge and spin) (kcal per mole) = 31.55
- total energy (Eh) = -473.9500

Geometry as ORCA input:
```
! wB97M-V def2-TZVPD RIJCOSX def2/J DEFGRID3
* xyz 0 1
H 0.343 0.442 1.064
O 1.272 1.069 1.555
N -0.651 0.161 0.310
H 1.233 1.546 2.375
H -1.480 0.759 0.263
C -0.377 -0.713 -0.627
N -1.381 -0.849 -1.670
H -1.256 -1.433 -2.473
N 0.704 -1.529 -0.625
H 0.692 -2.186 -1.326
H 1.299 -1.625 0.217
C -2.747 -0.710 -1.211
H -3.200 -1.308 -0.322
H -2.942 0.347 -1.181
H -3.362 -1.035 -1.984
O 2.398 -1.081 1.148
H 3.173 -1.304 1.621
H 2.003 -0.073 1.270
O 0.091 3.013 0.343
H 0.583 2.233 0.653
H 0.865 3.689 0.379
*
```

Record 3
The following is a quantum chemistry calculation of an isolated ion of composition C2H13N3P5 and charge +1 in a non-equilibrium geometry, from the OMol25 dataset.

Properties
- highest occupied orbital energy (eV) = -11.9490
- SMILES = C[NH2+]P(#[PH2])/N=C\NP(P)#[PH2]
- gap between HOMO and LUMO (eV) = 8.03
- relative energy (zero: lowest compared OMol25 entry of this formula, charge and spin) (kcal per mole) = 54.22
- total energy (Eh) = -1954.6579

Geometry as ORCA input:
```
! wB97M-V def2-TZVPD RIJCOSX def2/J DEFGRID3
* xyz 1 1
C 1.011 -1.714 -0.520
N 0.905 -1.044 0.760
P 1.950 0.500 0.986
P 3.854 -0.399 0.397
N 1.700 1.001 -0.628
C 0.653 1.389 -1.183
N -0.779 1.448 -0.170
P -2.197 0.781 -0.735
P -2.297 -1.085 0.588
P -3.411 2.047 0.476
H 1.891 -1.251 -0.994
H 1.448 -2.747 -0.360
H 0.263 -1.734 -1.311
H 0.965 -1.793 1.494
H -0.192 -0.656 0.811
H 4.691 -0.104 1.429
H 4.206 0.619 -0.563
H 0.424 1.749 -2.164
H -0.411 1.635 0.759
H -2.903 -2.048 -0.265
H -3.377 -0.594 1.258
H -4.403 1.143 0.389
H -3.991 2.855 -0.453
*
```

Record 4
The following is a quantum chemistry calculation of a 4-piece molecular cluster, C2H13NO3 overall in a non-equilibrium geometry, from the OMol25 dataset.

Properties
- highest occupied orbital energy (alpha / beta) (eV) = 1.2442 / -6.3188
- gap between HOMO and LUMO (alpha / beta) (eV) = 2.24 / 9.74
- relative energy (zero: lowest compared OMol25 entry of this formula, charge and spin) (kcal per mole) = 15.79
- total energy (Eh) = -364.4024
- ⟨S²⟩ = 0.751

Geometry as ORCA input:
```
! wB97M-V def2-TZVPD RIJCOSX def2/J DEFGRID3
* xyz -1 2
C -3.373 -1.148 -2.164
C -2.649 -1.840 -0.992
N -1.434 -1.149 -0.617
H -2.636 -0.997 -2.967
H -4.176 -1.830 -2.557
H -3.884 -0.201 -1.883
H -3.219 -1.819 -0.080
H -2.493 -2.856 -1.369
H -1.059 -1.479 0.262
H -0.717 -1.012 -1.305
H 4.567 -1.163 0.518
H 4.391 0.027 1.335
O 3.942 -0.427 0.567
H -0.650 0.422 0.148
H -0.151 1.695 0.883
O -0.014 0.736 0.828
H 2.325 2.396 1.772
H 1.769 3.747 2.175
O 2.585 3.322 1.896
*
```

Record 5
The following is a quantum chemistry calculation of a 4-piece molecular cluster, C2H13NO3 overall in a non-equilibrium geometry, from the OMol25 dataset.

Properties
- highest occupied orbital energy (eV) = -9.2068
- SMILES = CCN.O.O.O
- gap between HOMO and LUMO (eV) = 9.52
- relative energy (zero: lowest compared OMol25 entry of this formula, charge and spin) (kcal per mole) = 35.11
- total energy (Eh) = -364.4316

Geometry as ORCA input:
```
! wB97M-V def2-TZVPD RIJCOSX def2/J DEFGRID3
* xyz 0 1
C -1.636 -0.122 1.646
C -2.032 0.869 0.516
N -0.986 1.793 0.152
H -0.575 -0.347 1.720
H -2.278 -0.986 1.494
H -1.632 0.506 2.553
H -2.906 1.380 0.943
H -2.437 0.337 -0.389
H 0.008 1.677 0.227
H -1.349 2.445 -0.522
O 1.741 -1.002 1.446
H 1.206 -0.839 0.655
H 2.009 -1.930 1.476
O 0.532 -0.511 -1.060
H -0.215 0.116 -0.983
H 0.406 -0.820 -1.960
O 3.744 -1.053 -2.539
H 3.416 -0.738 -3.406
H 2.985 -0.775 -1.970
*
```

Record 6
The following is a quantum chemistry calculation of a 4-piece molecular cluster, C2H13NO3 overall in a non-equilibrium geometry, from the OMol25 dataset.

Properties
- highest occupied orbital energy (eV) = -10.1972
- SMILES = CCN.O.O.O
- gap between HOMO and LUMO (eV) = 10.79
- relative energy (zero: lowest compared OMol25 entry of this formula, charge and spin) (kcal per mole) = 14.38
- total energy (Eh) = -364.4646

Geometry as ORCA input:
```
! wB97M-V def2-TZVPD RIJCOSX def2/J DEFGRID3
* xyz 0 1
C -1.286 -1.045 1.880
C -1.738 -0.713 0.461
N -0.643 -0.023 -0.280
H -2.081 -1.486 2.462
H -0.411 -1.696 1.876
H -0.996 -0.121 2.375
H -2.021 -1.633 -0.037
H -2.569 -0.038 0.517
H -1.005 0.787 -0.752
H -0.206 -0.632 -0.951
O 1.567 0.807 0.394
H 0.579 0.366 0.332
H 1.701 0.921 1.353
O 0.445 2.380 -1.651
H 0.652 1.715 -2.318
H 0.970 2.052 -0.875
O 2.280 -0.444 -1.977
H 2.591 0.116 -1.237
H 2.170 -1.314 -1.573
*
```

What did the fifth record say?
The following is a quantum chemistry calculation of a 4-piece molecular cluster, C2H13NO3 overall in a non-equilibrium geometry, from the OMol25 dataset.

Properties
- highest occupied orbital energy (eV) = -9.2068
- SMILES = CCN.O.O.O
- gap between HOMO and LUMO (eV) = 9.52
- relative energy (zero: lowest compared OMol25 entry of this formula, charge and spin) (kcal per mole) = 35.11
- total energy (Eh) = -364.4316

Geometry as ORCA input:
```
! wB97M-V def2-TZVPD RIJCOSX def2/J DEFGRID3
* xyz 0 1
C -1.636 -0.122 1.646
C -2.032 0.869 0.516
N -0.986 1.793 0.152
H -0.575 -0.347 1.720
H -2.278 -0.986 1.494
H -1.632 0.506 2.553
H -2.906 1.380 0.943
H -2.437 0.337 -0.389
H 0.008 1.677 0.227
H -1.349 2.445 -0.522
O 1.741 -1.002 1.446
H 1.206 -0.839 0.655
H 2.009 -1.930 1.476
O 0.532 -0.511 -1.060
H -0.215 0.116 -0.983
H 0.406 -0.820 -1.960
O 3.744 -1.053 -2.539
H 3.416 -0.738 -3.406
H 2.985 -0.775 -1.970
*
```

Question: Which value of relative energy (zero: lowest compared OMol25 entry of this formula, charge and spin) does entry 4 give?
Answer: 15.79 kcal per mole

Question: Which of these has the lowest relative energy (zero: lowest compared OMol25 entry of this formula, charge and spin)?
Answer: number 6

Question: The highest relative energy (zero: lowest compared OMol25 entry of this formula, charge and spin) belongs to which entry?
Answer: C2H13N3P5